Molecular formula: C24H53FN2O4
Method: DFT, wB97M-V/def2-TZVPD

Results
SMILES: C=CCCO[C@H](CCCCCCC)COCCCF.COC[C@@H](C)N.COC[C@@H](C)N
HOMO energy in Ha: -0.2688
Maximum force in eV/A: 3.31
HOMO-LUMO gap in eV: 6.65
Net charge: 0

Each line ends with the Löwdin charge.
Geometry (Å):
1 C 5.9270 -4.3926 2.6067  -0.08
2 C 5.5282 -2.9744 2.4012  -0.17
3 C 4.1331 -2.4878 1.6169  -0.16
4 C 4.4654 -2.6909 0.0015  -0.20
5 O 3.8189 -1.7305 -0.8844  -0.17
6 C 2.3584 -1.7753 -0.8787  -0.26
7 C 1.8284 -0.5442 0.0626  -0.13
8 C 0.5170 -0.8603 0.9854  -0.19
9 C -0.9352 -0.6109 0.1926  -0.20
10 C -2.2428 -0.7822 1.1829  -0.22
11 C -2.5280 -2.3177 1.6798  -0.20
12 C -2.3825 -2.3201 3.3365  -0.24
13 C -0.8629 -2.8080 3.8208  -0.14
14 C 1.6747 -3.2333 -0.5924  -0.14
15 O 0.3226 -3.3958 -1.2237  -0.22
16 C -0.0921 -4.8085 -1.2084  -0.20
17 C -0.4261 -5.4032 0.2919  -0.13
18 C -2.0443 -5.7720 0.4976  -0.11
19 F -2.1351 -7.2580 0.7425  -0.17
20 H 6.6673 -4.8981 1.8197  0.07
21 H 5.5657 -4.9722 3.5614  0.06
22 H 6.2461 -2.1096 2.7957  0.11
23 H 3.9818 -1.3709 1.9308  0.10
24 H 3.2953 -3.2172 2.0112  0.11
25 H 4.3711 -3.8305 -0.3426  0.14
26 H 5.6384 -2.4731 -0.0797  0.14
27 H 2.0252 -1.4877 -1.9907  0.17
28 H 2.6692 -0.0778 0.7704  0.11
29 H 1.5211 0.3582 -0.6565  0.11
30 H 0.5445 -1.8884 1.5624  0.08
31 H 0.5142 -0.0304 1.8449  0.12
32 H -1.0102 -1.1921 -0.8196  0.11
33 H -0.9090 0.5462 -0.1005  0.10
34 H -3.1818 -0.4121 0.5458  0.10
35 H -2.1502 0.0001 2.0681  0.11
36 H -1.7070 -3.0017 1.2031  0.08
37 H -3.6349 -2.6103 1.3420  0.12
38 H -2.5400 -1.2636 3.8199  0.10
39 H -3.1985 -3.0892 3.7303  0.10
40 H -0.1747 -1.8620 4.0468  0.08
41 H -1.0210 -3.4140 4.8179  0.07
42 H -0.3554 -3.5333 3.0270  0.06
43 H 2.3231 -4.1155 -1.0689  0.14
44 H 1.6404 -3.4913 0.5727  0.11
45 H 0.6681 -5.4661 -1.8272  0.13
46 H -1.1182 -4.8598 -1.8150  0.13
47 H -0.1914 -4.5628 1.0722  0.07
48 H 0.2596 -6.3183 0.5435  0.13
49 H -2.3719 -5.2787 1.5306  0.12
50 H -2.7046 -5.4290 -0.4058  0.12
51 C 2.6151 3.0806 -3.1454  -0.07
52 C 1.1101 3.3341 -3.1885  -0.42
53 C 0.7400 4.8235 -3.3774  -0.20
54 O 0.8815 5.6189 -2.1965  -0.20
55 C 2.2074 6.0588 -1.9431  -0.11
56 N 0.4969 2.7765 -1.9738  0.04
57 H 3.0648 3.3728 -2.1924  0.06
58 H 2.8246 2.0136 -3.2807  0.07
59 H 3.1271 3.6234 -3.9465  0.08
60 H 0.7160 2.7867 -4.0538  0.13
61 H -0.3241 4.8749 -3.6391  0.11
62 H 1.2858 5.2720 -4.2160  0.12
63 H 2.7565 6.2709 -2.8645  0.09
64 H 2.7375 5.3192 -1.3423  0.07
65 H 2.1516 6.9793 -1.3546  0.09
66 H -0.5171 2.8624 -2.0515  0.05
67 H 0.7327 3.4036 -1.1992  0.07
68 C -2.4657 4.6765 0.4197  -0.07
69 C -3.3653 4.9537 -0.7824  -0.42
70 C -4.8561 4.6342 -0.5247  -0.20
71 O -5.1727 3.2392 -0.5577  -0.19
72 C -4.8938 2.5476 0.6504  -0.11
73 N -2.8494 4.2160 -1.9452  0.04
74 H -2.2716 3.6100 0.5641  0.06
75 H -1.4919 5.1604 0.2849  0.07
76 H -2.9081 5.0719 1.3397  0.08
77 H -3.2932 6.0271 -0.9979  0.14
78 H -5.4417 5.0864 -1.3346  0.12
79 H -5.2121 5.0918 0.4059  0.12
80 H -5.0668 3.1693 1.5329  0.09
81 H -3.8692 2.1746 0.6388  0.06
82 H -5.5574 1.6795 0.7039  0.09
83 H -3.3951 4.4789 -2.7666  0.08
84 H -3.0837 3.2286 -1.8068  0.07